a.
53
Properties=species:S:1:pos:R:3:lowdin_charge:R:1 method="wB97M-V/def2-TZVPD" orbital_gap_ev=9.6 total_charge=0 e_homo_ev=-9.328
O 18.644 19.792 3.943 -0.05
C 19.816 20.422 3.789 -0.31
C 19.789 21.709 2.928 -0.20
O 21.146 22.059 2.682 -0.08
H 18.460 19.741 4.942 0.14
H 20.187 20.699 4.771 0.12
H 20.597 19.736 3.493 0.12
H 19.347 22.604 3.396 0.13
H 19.185 21.524 2.020 0.09
H 21.148 22.949 2.332 0.02
O 18.426 21.850 -0.798 -0.05
C 19.755 21.511 -0.713 -0.28
C 20.682 22.695 -0.526 -0.27
O 22.000 22.323 -0.565 -0.05
H 18.112 21.644 0.132 0.11
H 19.858 20.829 0.062 0.08
H 20.019 20.826 -1.529 0.13
H 20.408 23.109 0.402 0.09
H 20.538 23.459 -1.228 0.09
H 22.515 23.133 -0.506 0.01
O 21.830 24.792 2.302 -0.08
C 22.412 24.744 3.534 -0.24
C 23.659 23.931 3.363 -0.25
O 24.364 23.902 4.591 -0.06
H 21.051 25.336 2.338 0.13
H 22.602 25.790 3.913 0.16
H 21.742 24.244 4.197 0.12
H 24.268 24.378 2.606 0.10
H 23.562 22.901 3.010 0.13
H 25.056 23.203 4.570 0.11
O 21.318 26.290 -1.609 -0.05
C 21.613 26.300 -2.941 -0.30
C 20.678 25.365 -3.679 -0.24
O 21.117 25.244 -5.029 -0.06
H 21.972 25.730 -1.196 0.04
H 21.498 27.282 -3.415 0.12
H 22.672 26.017 -3.063 0.13
H 19.677 25.689 -3.575 0.11
H 20.807 24.387 -3.195 0.11
H 20.542 25.815 -5.547 0.08
O 25.405 22.770 0.302 -0.11
C 25.289 22.175 -0.978 -0.23
C 26.663 21.813 -1.611 -0.23
O 26.538 21.246 -2.906 -0.07
H 25.838 22.064 0.847 0.12
H 24.692 21.322 -0.691 0.12
H 24.769 22.932 -1.564 0.12
H 27.215 21.118 -0.976 0.12
H 27.175 22.790 -1.771 0.13
H 27.168 20.492 -2.921 0.10
O 23.217 24.543 -0.026 -0.05
H 24.138 24.357 0.159 0.03
H 22.837 24.628 0.896 0.05


b.
53
Properties=species:S:1:pos:R:3:lowdin_charge:R:1 method="wB97M-V/def2-TZVPD" orbital_gap_ev=9.8 total_charge=0 e_homo_ev=-9.441
O -1.583 -2.545 -0.609 -0.11
C -2.171 -2.303 0.677 -0.23
C -1.107 -2.368 1.708 -0.29
O -1.692 -2.477 2.961 -0.07
H -2.361 -2.627 -1.223 0.13
H -2.586 -1.299 0.619 0.12
H -2.881 -3.103 0.818 0.13
H -0.515 -1.463 1.685 0.10
H -0.517 -3.303 1.536 0.15
H -1.810 -1.499 3.245 0.14
O -2.061 1.627 2.337 -0.09
C -2.077 2.913 2.801 -0.29
C -3.008 2.979 3.939 -0.22
O -3.017 4.280 4.611 -0.09
H -1.444 1.566 1.558 0.07
H -1.063 3.226 3.105 0.13
H -2.493 3.407 1.957 0.12
H -2.733 2.335 4.730 0.10
H -4.007 2.596 3.827 0.12
H -2.834 4.190 5.571 0.09
O 3.191 -0.591 -0.414 -0.06
C 2.933 -1.917 -0.007 -0.22
C 2.331 -2.649 -1.216 -0.23
O 2.465 -4.052 -0.952 -0.03
H 2.370 -0.192 -0.590 0.02
H 3.887 -2.375 0.414 0.15
H 2.190 -1.891 0.778 0.10
H 2.888 -2.277 -2.028 0.09
H 1.380 -2.241 -1.533 0.08
H 2.605 -4.542 -1.716 0.05
O 0.760 0.855 1.884 -0.08
C 1.461 2.100 1.601 -0.21
C 1.237 2.635 0.233 -0.18
O -0.217 2.713 0.063 -0.09
H 1.141 0.365 2.634 0.11
H 1.317 2.906 2.357 0.13
H 2.458 1.906 1.718 0.09
H 1.583 1.986 -0.510 0.09
H 1.724 3.594 0.063 0.13
H -0.549 3.592 -0.253 0.12
O -0.586 -1.219 -5.671 -0.06
C 0.665 -0.561 -5.627 -0.22
C 1.141 -0.629 -4.114 -0.24
O 0.713 0.498 -3.385 -0.09
H -1.152 -0.840 -5.009 0.07
H 1.342 -1.042 -6.280 0.09
H 0.844 0.520 -5.896 0.13
H 2.217 -0.591 -4.074 0.10
H 0.745 -1.551 -3.552 0.13
H 0.296 0.167 -2.594 0.00
O -0.189 -0.194 -0.926 0.00
H -0.486 0.306 -0.196 0.01
H -0.727 -0.938 -1.034 -0.01


Of them, a has the highest stability.


a.
6
Properties=species:S:1:pos:R:3:lowdin_charge:R:1 method="wB97M-V/def2-TZVPD" orbital_gap_ev=10.4 total_charge=0 e_homo_ev=-12.480
N -2.390 -0.619 0.150 0.20
C -1.283 -0.369 -0.076 -0.11
C 0.000 0.317 -0.135 -0.38
O -0.128 1.505 -0.021 0.17
C 1.347 -0.277 -0.056 -0.09
N 2.454 -0.557 0.137 0.20


b.
6
Properties=species:S:1:pos:R:3:lowdin_charge:R:1 method="wB97M-V/def2-TZVPD" orbital_gap_ev=11.1 total_charge=0 e_homo_ev=-12.939
N 2.431 0.643 0.006 0.14
C 1.417 0.137 0.130 -0.09
C -0.085 -0.589 -0.032 -0.33
O -0.306 -1.742 -0.013 0.18
C -1.181 0.436 -0.109 -0.10
N -2.230 0.926 0.032 0.20


Of them, a has the highest stability.


a.
20
Properties=species:S:1:pos:R:3:lowdin_spin:R:1 method="wB97M-V/def2-TZVPD" orbital_gap_ev="10.2 / 6.9" total_charge=+1 multiplicity=2 e_homo_ev="-13.570 / -13.570"
C 2.976 0.307 -0.377 0.05
C 2.451 -1.067 -0.484 0.36
C 1.189 -1.396 0.037 0.19
N 0.553 -0.651 0.913 0.25
C 3.168 -2.060 -1.315 0.06
H 2.231 1.062 -0.619 0.01
H 3.202 0.560 0.669 0.02
H 3.902 0.466 -0.919 0.00
H 0.676 -2.306 -0.254 0.00
H -0.430 -0.847 1.110 0.01
H 0.734 0.338 1.055 0.01
H 4.182 -2.248 -0.957 0.02
H 2.601 -2.971 -1.437 0.00
H 3.302 -1.613 -2.301 0.02
H -5.962 2.127 -1.178 0.00
H -5.787 2.761 0.224 0.00
O -6.446 2.547 -0.452 0.00
H -4.135 2.152 2.704 0.00
H -4.609 1.261 1.579 0.00
O -3.796 1.577 2.003 0.00


b.
20
Properties=species:S:1:pos:R:3:lowdin_spin:R:1 method="wB97M-V/def2-TZVPD" orbital_gap_ev="11.7 / 5.4" total_charge=+1 multiplicity=2 e_homo_ev="-15.229 / -15.184"
C 0.711 1.935 0.851 0.00
C 0.760 0.528 0.224 0.09
C -0.180 -0.604 0.685 0.10
C -0.295 -1.166 2.053 0.02
O -1.572 -0.194 0.362 0.53
N 0.531 0.750 -1.255 0.14
H 0.427 1.710 1.933 0.00
H 1.624 2.437 0.666 0.00
H 0.038 2.440 0.221 0.00
H 1.785 0.167 0.383 0.03
H -0.077 -1.490 0.016 0.06
H -0.264 -2.300 2.187 0.00
H 0.591 -0.800 2.647 0.01
H -1.169 -0.756 2.534 0.00
H -1.549 0.156 -0.582 0.01
H 1.459 1.306 -1.425 0.01
H 0.761 -0.122 -1.680 0.00
H -0.903 -1.981 -3.011 0.00
H -1.723 -0.769 -3.229 0.00
O -0.954 -1.250 -3.581 0.00


c.
20
Properties=species:S:1:pos:R:3:lowdin_spin:R:1 method="wB97M-V/def2-TZVPD" orbital_gap_ev="10.6 / 5.1" total_charge=+1 multiplicity=2 e_homo_ev="-14.084 / -13.922"
C -0.680 0.475 -1.591 0.12
C 0.109 -0.083 -0.462 0.03
C -0.832 -0.767 0.559 0.01
C -0.390 -1.445 1.611 0.04
N -1.139 -0.532 -2.477 0.67
H -0.217 1.250 -2.197 0.02
H -1.578 0.996 -1.222 0.06
H 0.602 0.695 0.125 0.01
H 0.895 -0.799 -0.671 0.00
H -1.894 -0.582 0.410 0.00
H 0.660 -1.488 1.847 0.00
H -1.064 -2.002 2.244 0.00
H -0.933 -0.414 -3.468 0.02
H -0.951 -1.506 -2.214 0.01
H 0.076 2.692 1.511 0.00
H -1.007 1.653 1.211 0.00
O -0.858 2.492 1.660 0.00
H 2.713 -0.918 1.066 0.00
H 3.708 0.243 0.959 0.00
O 2.779 0.041 1.100 0.00


d.
20
Properties=species:S:1:pos:R:3:lowdin_spin:R:1 method="wB97M-V/def2-TZVPD" orbital_gap_ev="11.9 / 7.1" total_charge=+1 multiplicity=2 e_homo_ev="-14.741 / -14.703"
C 2.450 -0.498 0.115 0.06
C 1.297 -1.366 -0.363 0.07
N 0.020 -0.855 -0.015 0.64
C -0.690 0.059 -0.848 0.09
C -2.162 0.169 -0.364 0.02
O -3.106 0.298 -1.405 0.01
H 2.171 0.568 0.232 0.00
H 2.799 -0.711 1.120 0.00
H 3.271 -0.381 -0.600 0.01
H 1.326 -1.687 -1.398 0.00
H 1.471 -2.330 0.118 0.02
H -0.036 -0.521 0.941 0.01
H -0.193 1.023 -0.671 0.05
H -0.477 -0.140 -1.903 0.00
H -2.319 0.921 0.408 0.00
H -2.363 -0.807 0.017 0.00
H -2.746 0.792 -2.150 0.00
H -0.021 1.628 3.013 0.00
H -0.714 2.178 1.711 0.00
O 0.023 1.661 2.042 0.00


Of them, a has the highest stability.


a.
18
Properties=species:S:1:pos:R:3:lowdin_charge:R:1 method="wB97M-V/def2-TZVPD" orbital_gap_ev=9.5 total_charge=0 e_homo_ev=-9.042
C 1.012 -1.781 0.405 -0.11
C -0.471 -1.573 0.192 -0.17
C -1.040 -0.399 0.456 -0.20
C -2.495 -0.116 0.098 -0.10
H 1.455 -1.404 1.317 0.07
H 1.239 -2.844 0.374 0.06
H 1.523 -1.362 -0.456 0.05
H -1.002 -2.364 -0.324 0.11
H -0.470 0.410 0.896 0.09
H -3.123 -0.919 0.465 0.07
H -2.839 0.832 0.513 0.06
H -2.582 -0.072 -0.983 0.07
O 1.081 0.595 -1.690 -0.07
H 0.154 0.412 -1.502 0.01
H 1.351 1.179 -0.965 0.00
O 1.382 2.405 0.621 -0.04
H 2.229 2.343 1.069 0.05
H 0.911 3.145 1.015 0.05


b.
18
Properties=species:S:1:pos:R:3:lowdin_charge:R:1 method="wB97M-V/def2-TZVPD" orbital_gap_ev=9.6 total_charge=0 e_homo_ev=-9.002
C 1.052 -1.920 -0.324 -0.13
C -0.140 -1.076 -0.013 -0.21
C -0.042 0.222 0.292 -0.24
C -1.254 1.067 0.595 -0.12
H 1.655 -1.171 -0.968 0.09
H 1.754 -1.948 0.606 0.10
H 1.088 -2.934 -0.778 0.07
H -1.064 -1.603 -0.170 0.09
H 0.984 0.634 0.495 0.11
H -1.321 1.562 1.533 0.03
H -2.096 0.200 0.559 0.12
H -1.357 1.823 -0.295 0.10
O 0.678 0.744 3.286 -0.07
H -0.285 0.478 3.257 0.07
H 1.059 1.223 2.573 0.00
O -0.384 0.469 -3.593 -0.15
H 0.570 0.912 -3.690 0.10
H -0.897 1.317 -3.366 0.06


Of them, a has the highest stability.